No. 1
ORCA calculation (ωB97M-V/def2-TZVPD) on a 6-piece molecular cluster, C41H62BrF6NO21 overall at a distorted geometry.

Each line ends with the Löwdin charge.
Geometry (Å):
C1 8.63 -6.89 2.65  -0.1455
C2 7.23 -7.30 3.39  -0.2232
C3 6.61 -6.09 4.30  -0.2056
O1 5.18 -5.97 3.98  -0.2240
C4 4.99 -5.28 2.66  -0.1651
C5 3.64 -4.29 2.73  -0.2527
C6 2.38 -5.28 2.43  -0.1374
O2 2.60 -6.71 2.59  -0.1436
C7 1.64 -7.35 3.49  -0.1282
C8 0.00 -7.26 3.41  -0.0106
C9 -0.94 -8.10 4.51  -0.0517
C10 -0.23 -9.06 5.66  -0.0713
C11 1.43 -9.17 5.78  -0.0564
C12 2.30 -8.31 4.69  0.0189
C13 3.78 -3.81 4.33  -0.2122
O3 3.08 -4.19 5.40  0.0004
N1 4.98 -2.86 4.18  0.0717
C14 4.92 -2.00 2.91  -0.3239
C15 6.48 -1.83 2.41  -0.1472
C16 6.64 -0.60 1.28  -0.2365
C17 7.38 -1.10 -0.10  -0.1616
C18 4.38 -0.58 3.52  -0.1410
C19 5.54 0.26 4.38  -0.2361
C20 4.81 1.37 5.36  -0.1355
C21 3.88 -2.90 1.95  -0.4211
Br1 4.63 -3.57 0.17  0.8596
C22 2.73 -1.91 1.39  -0.1364
O4 3.21 -0.97 0.53  -0.0166
C23 1.12 -1.89 1.62  -0.0697
F1 0.55 -0.89 0.64  0.0117
F2 0.41 -3.16 1.22  0.0064
C24 0.60 -1.35 3.08  -0.1017
F3 0.95 0.12 3.13  0.0155
F4 1.25 -1.96 4.26  0.0510
C25 -1.02 -1.44 3.33  -0.0981
F5 -1.86 -0.80 2.30  0.0364
F6 -1.27 -0.66 4.60  0.0122
C26 -1.55 -2.98 3.69  -0.1592
O5 -1.25 -3.49 4.89  0.0538
O6 -2.31 -3.75 2.65  0.0109
H1 8.54 -5.90 2.02  0.0729
H2 8.90 -7.75 1.88  0.0810
H3 9.49 -6.88 3.45  0.0814
H4 7.48 -8.21 4.11  0.1166
H5 6.39 -7.70 2.66  0.1182
H6 6.66 -6.47 5.43  0.1414
H7 7.21 -5.08 4.28  0.1285
H8 5.99 -4.64 2.53  0.1069
H9 4.97 -6.02 1.75  0.1237
H10 1.45 -4.89 3.08  0.1404
H11 2.07 -5.11 1.28  0.1395
H12 -0.48 -6.60 2.58  0.0725
H13 -2.11 -8.01 4.39  0.0827
H14 -0.88 -9.68 6.41  0.0750
H15 2.00 -9.83 6.57  0.0854
H16 3.48 -8.40 4.76  0.0968
H17 4.89 -2.35 5.09  0.1232
H18 7.25 -1.65 3.30  0.1309
H19 6.91 -2.79 1.85  0.0912
H20 5.62 -0.09 1.05  0.1034
H21 7.40 0.17 1.79  0.1082
H22 7.68 -0.10 -0.69  0.0831
H23 8.40 -1.68 0.10  0.0880
H24 6.67 -1.69 -0.84  0.0419
H25 3.97 0.19 2.74  0.1207
H26 3.54 -0.83 4.30  0.1197
H27 6.19 0.87 3.61  0.1068
H28 6.15 -0.47 5.06  0.1084
H29 5.66 2.15 5.68  0.0882
H30 3.94 1.89 4.75  0.0858
H31 4.36 0.84 6.33  0.0880
H32 -1.83 -4.66 2.62  0.1228
C27 1.05 5.75 -0.66  -0.0443
O7 -0.08 5.05 -0.14  -0.0707
C28 0.20 4.22 0.90  -0.5615
O8 1.31 4.03 1.38  0.1201
O9 -0.95 3.63 1.30  -0.0313
C29 -0.80 2.72 2.38  -0.0345
H33 0.70 6.38 -1.48  0.0998
H34 1.50 6.38 0.10  0.1022
H35 1.78 5.04 -1.06  0.1034
H36 -0.42 3.24 3.27  0.1078
H37 -0.14 1.90 2.11  0.0763
H38 -1.79 2.31 2.62  0.0997
C30 -2.04 3.35 -6.55  -0.0370
O10 -2.34 3.03 -5.19  -0.0732
C31 -1.30 3.15 -4.34  -0.5467
O11 -0.17 3.50 -4.64  0.1143
O12 -1.73 2.82 -3.09  0.0032
C32 -0.73 2.91 -2.08  -0.0297
H39 -2.94 3.21 -7.14  0.0954
H40 -1.72 4.39 -6.64  0.1038
H41 -1.27 2.67 -6.94  0.1019
H42 -0.35 3.94 -2.00  0.0819
H43 0.10 2.22 -2.29  0.1092
H44 -1.18 2.63 -1.13  0.0962
C33 -5.07 3.44 -4.89  -0.0512
O13 -5.82 3.41 -6.10  -0.0102
C34 -6.75 4.39 -6.21  -0.5592
O14 -6.97 5.26 -5.38  0.1104
O15 -7.38 4.25 -7.40  -0.0161
C35 -8.39 5.22 -7.65  -0.0470
H45 -4.35 2.61 -4.91  0.0866
H46 -4.50 4.37 -4.81  0.1036
H47 -5.72 3.30 -4.02  0.1052
H48 -7.96 6.23 -7.67  0.1006
H49 -9.18 5.16 -6.89  0.1009
H50 -8.83 5.01 -8.62  0.0834
C36 -4.59 6.32 5.54  -0.0539
O16 -3.60 5.99 4.56  -0.0131
C37 -3.99 6.18 3.28  -0.5586
O17 -5.08 6.60 2.92  0.1093
O18 -2.96 5.83 2.47  -0.0134
C38 -3.23 5.99 1.08  -0.0414
H51 -4.17 6.12 6.53  0.0933
H52 -4.85 7.38 5.48  0.0984
H53 -5.48 5.69 5.41  0.0985
H54 -3.44 7.04 0.84  0.1016
H55 -4.07 5.35 0.77  0.1048
H56 -2.34 5.68 0.52  0.0719
C39 -8.60 3.22 -11.42  -0.0542
O19 -9.36 3.19 -12.63  -0.0096
C40 -10.29 4.18 -12.73  -0.5593
O20 -10.51 5.04 -11.90  0.1038
O21 -10.92 4.03 -13.92  -0.0103
C41 -11.93 5.00 -14.17  -0.0526
H57 -7.89 2.39 -11.44  0.0967
H58 -8.04 4.16 -11.33  0.0981
H59 -9.26 3.09 -10.55  0.0951
H60 -11.50 6.01 -14.20  0.0985
H61 -12.72 4.94 -13.42  0.0986
H62 -12.37 4.79 -15.15  0.0942

Results
lowest unoccupied orbital energy = -2.0777 eV

No. 2
ORCA calculation (ωB97M-V/def2-TZVPD) on C15H37AsN6Ru as an isolated structure at a distorted geometry.

Each line ends with the Löwdin charge.
Geometry (Å):
Ru1 -0.33 0.91 0.51  1.0552
N1 -0.85 -1.04 1.92  0.0097
C1 -1.56 -0.69 3.16  -0.1890
C2 -2.42 0.55 2.90  -0.1661
N2 -1.61 1.69 2.45  -0.2107
C3 -0.72 2.20 3.51  -0.1347
C4 0.75 1.78 3.30  -0.2018
N3 1.22 2.07 1.94  -0.0148
C5 -2.48 2.74 1.87  -0.1747
C6 -1.71 3.91 1.24  -0.1913
N4 -0.80 3.43 0.19  0.0077
H1 -1.46 -1.61 1.33  0.1017
H2 -0.03 -1.61 2.14  0.1100
H3 -0.82 -0.50 3.95  0.1184
H4 -2.20 -1.50 3.50  0.1486
H5 -2.97 0.79 3.82  0.1541
H6 -3.15 0.32 2.12  0.1278
H7 -1.03 1.83 4.49  0.1486
H8 -0.78 3.29 3.55  0.1257
H9 0.87 0.70 3.46  0.1079
H10 1.35 2.31 4.05  0.1460
H11 2.14 1.64 1.80  0.1122
H12 1.33 3.07 1.81  0.1035
H13 -3.16 3.14 2.63  0.1560
H14 -3.08 2.27 1.08  0.1083
H15 -1.15 4.46 2.01  0.1202
H16 -2.45 4.61 0.84  0.1452
H17 0.05 4.00 0.17  0.1057
H18 -1.24 3.57 -0.72  0.0624
N5 1.29 -0.52 -0.35  0.0661
C7 1.82 -1.37 -0.94  -0.2423
N6 2.38 -2.37 -1.53  -0.0697
C8 2.40 -3.67 -0.85  -0.1260
C9 3.31 -4.64 -1.58  -0.1683
C10 4.62 -3.99 -2.00  -0.1737
C11 4.39 -2.78 -2.90  -0.1505
C12 2.93 -2.31 -2.87  -0.1266
H19 1.38 -4.07 -0.80  0.1321
H20 2.76 -3.52 0.17  0.1344
H21 2.82 -5.05 -2.47  0.1267
H22 3.51 -5.49 -0.91  0.1313
H23 5.26 -4.72 -2.49  0.1269
H24 5.16 -3.68 -1.09  0.1227
H25 4.64 -3.02 -3.94  0.1281
H26 5.04 -1.95 -2.62  0.1194
H27 2.33 -2.98 -3.51  0.1393
H28 2.84 -1.29 -3.27  0.1324
C13 -0.86 0.56 -3.24  -0.2594
As1 -1.88 0.88 -1.61  1.0655
C14 -3.09 2.29 -2.25  -0.2404
C15 -3.02 -0.72 -1.52  -0.2517
H29 -1.57 0.33 -4.05  0.0643
H30 -0.17 -0.27 -3.11  0.0193
H31 -0.30 1.46 -3.52  0.0472
H32 -3.87 1.82 -2.86  0.0616
H33 -2.54 2.97 -2.89  0.0516
H34 -3.58 2.85 -1.45  0.0326
H35 -3.92 -0.56 -2.13  0.0524
H36 -3.34 -0.94 -0.50  0.0163
H37 -2.48 -1.58 -1.92  0.0469

Results
spin multiplicity = 2
net charge = +3
energy above the lowest of the compared OMol25 structures with the same formula, charge and spin = 25.5 kcal/mol
lowest unoccupied orbital energy (alpha / beta) = -11.7205 / -11.6321 eV

No. 3
ORCA calculation (ωB97M-V/def2-TZVPD) on C5H11ClFNS as an isolated structure at a distorted geometry.

Each line ends with the Löwdin charge.
Geometry (Å):
C1 1.81 -0.05 -0.07  -0.2141
C2 4.14 0.71 -0.22  -0.7518
C3 -3.58 -0.03 0.21  -0.2291
C4 -2.31 -0.76 0.60  -0.2354
C5 -1.13 -0.41 -0.28  -0.4949
H1 0.84 0.43 -0.03  -0.1624
H2 1.96 -0.65 0.83  0.0925
H3 1.87 -0.72 -0.93  0.0905
H4 2.54 1.95 -0.18  0.1310
H5 4.75 1.62 -0.29  0.0639
H6 -4.41 -0.34 0.85  0.1191
H7 -3.45 1.05 0.28  0.1034
H8 -2.07 -0.55 1.65  0.1201
H9 -2.48 -1.84 0.51  0.1237
H10 -1.39 -0.53 -1.34  0.0923
H11 -0.26 -1.03 -0.06  0.0665
N1 2.83 0.98 -0.16  -0.1133
F1 -3.89 -0.35 -1.10  -0.0565
S1 4.82 -0.78 -0.20  0.5655
Cl1 -0.61 1.29 -0.06  0.6891

Results
energy above the lowest of the compared OMol25 structures with the same formula, charge and spin = 0.0 kcal/mol
lowest unoccupied orbital energy = 0.5451 eV

No. 4
ORCA calculation (ωB97M-V/def2-TZVPD) on a 24-piece molecular cluster, C23H80B3BrClIN4O27S overall at a distorted geometry.

Each line ends with the Löwdin charge.
Geometry (Å):
C1 5.23 1.38 1.39  -0.1031
C2 4.72 1.87 0.04  -0.1408
B1 3.35 1.29 -0.49  -0.5059
O1 2.95 1.68 -1.75  0.1199
C3 2.40 0.29 0.29  -0.0521
C4 2.69 -1.07 0.46  -0.1061
C5 3.96 -1.67 -0.08  -0.1228
C6 3.68 -2.39 -1.43  -0.1614
C7 3.68 -1.45 -2.62  -0.2520
N1 4.98 -0.79 -2.82  0.0296
C8 1.78 -1.91 1.14  -0.1549
C9 1.98 -3.38 1.39  -0.1242
C10 1.19 -4.21 0.35  -0.2499
C11 0.00 -4.93 0.94  -0.5934
Cl1 0.43 -6.55 1.59  0.5713
C12 0.61 -1.35 1.61  0.0483
C13 0.30 -0.03 1.45  -0.2179
C14 1.20 0.78 0.80  -0.3646
S1 0.81 2.51 0.63  1.0444
C15 -0.95 2.42 0.51  -0.4692
C16 -1.66 3.35 -0.25  -0.6031
Br1 -0.68 4.70 -1.15  0.8725
C17 -3.05 3.28 -0.33  -0.2984
C18 -3.81 4.28 -1.18  -0.2281
C19 -4.31 5.54 -0.43  -0.7181
C20 -3.95 6.78 -1.26  -0.1726
I1 -3.54 5.65 1.55  1.0264
C21 -3.70 2.27 0.37  -0.0286
B2 -5.28 2.11 0.30  -0.6359
O2 -6.15 2.90 1.02  0.1555
O3 -5.78 1.12 -0.49  0.1960
C22 -2.99 1.33 1.13  0.0146
B3 -3.73 0.19 1.95  -0.5543
N2 -4.34 0.39 3.26  0.1761
O4 -3.83 -1.06 1.40  0.1472
C23 -1.61 1.41 1.20  -0.2259
N3 -0.95 0.42 1.98  -0.0448
N4 -0.87 0.83 3.38  0.1165
H1 4.54 1.65 2.18  0.0782
H2 6.18 1.85 1.64  0.0523
H3 5.41 0.31 1.38  0.0584
H4 4.62 2.96 0.11  0.1091
H5 5.48 1.70 -0.73  0.1055
H6 3.22 2.59 -1.90  0.1081
H7 4.73 -0.91 -0.21  0.0836
H8 4.35 -2.41 0.60  0.0785
H9 4.32 -3.25 -1.58  0.1110
H10 2.66 -2.75 -1.35  0.0856
H11 3.46 -2.05 -3.50  0.0996
H12 2.89 -0.71 -2.54  0.1019
H13 4.86 0.20 -2.99  0.0585
H14 5.61 -0.96 -2.06  0.0396
H15 1.60 -3.58 2.39  0.1157
H16 3.02 -3.67 1.41  0.1047
H17 0.78 -3.54 -0.41  0.1119
H18 1.86 -4.87 -0.17  0.0927
H19 -0.71 -5.10 0.15  0.0494
H20 -0.47 -4.32 1.70  0.0578
H21 -0.10 -1.99 2.12  0.1286
H22 -4.66 3.80 -1.65  0.1104
H23 -3.14 4.58 -1.97  0.0519
H24 -5.39 5.51 -0.42  0.0787
H25 -4.39 7.67 -0.81  0.0708
H26 -2.87 6.92 -1.26  0.0526
H27 -4.33 6.67 -2.26  0.0434
H28 -5.97 2.79 1.96  0.0762
H29 -5.04 0.54 -0.73  0.1211
H30 -3.68 0.30 4.02  0.0687
H31 -4.83 1.26 3.36  -0.0168
H32 -4.58 -1.50 1.83  0.1154
H33 0.11 0.91 3.63  0.0947
H34 -1.21 0.03 3.90  0.0911
O5 -4.94 7.98 -4.14  -0.0507
H35 -5.38 7.84 -4.98  0.0460
H36 -5.57 8.48 -3.62  0.0498
O6 8.53 0.90 1.98  -0.0550
H37 8.97 1.12 2.81  0.0292
H38 8.98 1.47 1.34  0.0517
O7 2.57 -4.99 -2.98  -0.0450
H39 2.71 -5.23 -3.90  0.0510
H40 2.99 -5.70 -2.48  0.0561
O8 -5.06 2.22 4.42  -0.0411
H41 -5.50 2.33 5.27  0.1010
H42 -4.41 2.93 4.38  0.0939
O9 3.17 -8.84 1.94  -0.0837
H43 2.81 -9.12 1.09  -0.0036
H44 2.48 -8.30 2.33  -0.0207
O10 -2.31 -3.28 0.18  -0.0487
H45 -2.67 -3.51 -0.68  0.0468
H46 -2.97 -2.68 0.55  0.0039
O11 6.37 -3.73 0.87  -0.0512
H47 6.82 -4.50 1.21  0.0440
H48 6.39 -3.10 1.61  0.0377
O12 2.53 -10.91 -0.19  -0.0588
H49 2.58 -11.23 -1.09  0.0283
H50 2.91 -11.63 0.33  0.0481
O13 -4.72 4.68 -3.98  -0.0526
H51 -3.88 4.35 -4.34  0.0116
H52 -4.82 5.55 -4.38  0.0257
O14 0.90 6.19 -3.80  -0.0802
H53 0.14 5.76 -3.38  -0.0573
H54 1.56 6.24 -3.11  0.0265
O15 -1.78 3.02 3.32  -0.1069
H55 -1.50 3.45 2.51  -0.0206
H56 -1.36 2.15 3.29  -0.1111
O16 -1.99 -1.63 5.41  -0.0493
H57 -2.91 -1.67 5.12  0.0315
H58 -1.95 -2.22 6.16  0.0437
O17 10.96 2.20 3.17  -0.0454
H59 11.38 2.41 4.01  0.0464
H60 11.41 2.76 2.53  0.0467
O18 -6.87 4.43 3.61  -0.0609
H61 -6.92 4.29 2.66  0.0117
H62 -6.41 3.64 3.93  -0.0128
O19 8.04 -2.15 -2.95  -0.0720
H63 7.31 -1.93 -3.55  0.0158
H64 7.61 -2.25 -2.10  -0.0066
O20 0.22 -5.13 -4.81  -0.0620
H65 -0.54 -5.65 -4.53  0.0327
H66 0.75 -5.01 -4.02  -0.0093
O21 0.87 2.54 4.77  -0.0525
H67 0.47 2.94 5.56  0.0504
H68 1.17 3.29 4.25  0.0456
O22 7.82 -0.97 -0.14  -0.0578
H69 8.31 -1.73 0.18  0.0391
H70 7.82 -0.37 0.61  -0.0091
O23 -8.72 0.69 0.13  -0.0533
H71 -8.73 1.63 0.32  0.0462
H72 -7.86 0.55 -0.30  0.0139
O24 -6.31 2.39 -5.52  -0.0665
H73 -5.93 1.56 -5.22  0.0271
H74 -6.15 3.00 -4.78  0.0014
O25 -2.39 3.73 -5.42  -0.0358
H75 -2.05 4.09 -6.25  0.0573
H76 -1.91 2.90 -5.30  0.0566
O26 -9.02 -0.24 -2.60  -0.0702
H77 -9.31 0.16 -1.77  0.0015
H78 -8.67 0.49 -3.12  0.0261
O27 0.66 -12.50 -1.43  -0.0588
H79 0.00 -12.27 -2.10  0.0422
H80 0.19 -12.47 -0.60  0.0429

Results
lowest unoccupied orbital energy = -0.0371 eV

no.,molar mass (g/mol)
1,1098.82
2,477.49
3,171.67
4,1151.66